Arrangement one

A cluster of 4 separate species, C4H12O4 in total, computed with the ωB97M-V functional and the def2-TZVPD basis.

As for the structure (SMILES): C=C/C=C/O.O.O.O. As for the gap between HOMO and LUMO: 0.3321 Eh. As for the LUMO energy: 0.6 eV. The value obtained for the HOMO energy is -8.41 eV.

Each atom is followed by the atoms it is bonded to, with distances in Å.
Atoms and positions in Å:
1 C 2.712 -1.781 1.865  C2 1.343, H6 1.147, H7 1.101
2 C 1.882 -1.937 0.822  C1 1.343, C3 1.428, H8 1.153
3 C 1.263 -1.009 -0.070  C2 1.428, C4 1.355, H9 1.172
4 C 0.446 -1.292 -1.114  C3 1.355, O5 1.404, H10 1.098
5 O -0.032 -0.227 -1.894  C4 1.404, H11 0.957
6 H 3.344 -2.597 2.368  C1 1.147
7 H 3.103 -0.781 2.108  C1 1.101
8 H 1.493 -3.005 0.627  C2 1.153
9 H 1.377 0.144 0.104  C3 1.172
10 H 0.329 -2.265 -1.609  C4 1.098
11 H -0.598 -0.670 -2.525  O5 0.957
12 O -3.198 0.056 -1.812  H13 0.905, H14 0.952
13 H -3.363 -0.283 -0.989  O12 0.905
14 H -2.380 0.512 -1.639  O12 0.952
15 O 1.995 2.432 -0.286  H16 0.964, H17 0.937
16 H 2.051 1.726 -0.940  O15 0.964
17 H 2.793 2.894 -0.116  O15 0.937
18 O -4.071 2.536 1.944  H19 1.000, H20 0.959
19 H -4.126 3.109 1.126  O18 1.000
20 H -5.021 2.436 2.031  O18 0.959

Atomic partial charges in e from the Löwdin method, atoms 1 to 6:
1 C -0.02
2 C -0.24
3 C -0.13
4 C -0.15
5 O -0.03
6 H 0.08


Arrangement two

A cluster of 2 separate species, C4H12O4 in total, computed with the ωB97M-V functional and the def2-TZVPD basis.

As for the structure (SMILES): OCCO.OCCO. As for the gap between HOMO and LUMO: 0.3832 Eh. As for the LUMO energy: 0.5 eV. The value obtained for the HOMO energy is -9.95 eV.

Each atom is followed by the atoms it is bonded to, with distances in Å.
Atoms and positions in Å:
1 O -1.175 2.104 -0.039  C2 1.442, H5 0.980
2 C -2.576 1.929 0.251  O1 1.442, C3 1.491, H6 1.107, H7 1.107
3 C -2.995 0.619 -0.326  C2 1.491, O4 1.378, H8 1.107, H9 1.107
4 O -2.323 -0.347 0.391  C3 1.378, H10 0.980
5 H -0.987 2.053 -0.999  O1 0.980
6 H -2.720 2.087 1.337  C2 1.107
7 H -3.226 2.649 -0.283  C2 1.107
8 H -4.086 0.485 -0.194  C3 1.107
9 H -2.784 0.607 -1.413  C3 1.107
10 H -1.406 -0.016 0.488  O4 0.980
11 O 1.199 -0.518 0.472  C12 1.420, H15 0.980
12 C 1.894 -1.228 -0.542  O11 1.420, C13 1.511, H16 1.107, H17 1.107
13 C 3.228 -1.574 0.077  C12 1.511, O14 1.372, H18 1.107, H19 1.107
14 O 3.008 -2.020 1.356  C13 1.372, H20 0.980
15 H 1.512 0.410 0.434  O11 0.980
16 H 1.410 -2.166 -0.877  C12 1.107
17 H 2.124 -0.627 -1.442  C12 1.107
18 H 3.804 -2.333 -0.488  C13 1.107
19 H 3.822 -0.640 0.086  C13 1.107
20 H 2.276 -1.474 1.712  O14 0.980

Atomic partial charges in e from the Löwdin method, atoms 1 to 6:
1 O -0.09
2 C -0.24
3 C -0.30
4 O -0.06
5 H 0.10
6 H 0.14


How far above the most stable structure does each one sit? In kcal/mol: arrangement one 17.5; arrangement two 0.0.